# 1
This record from the OMol25 dataset describes a molecular structure, C17H15N3O3. The level of theory is ωB97M-V/def2-TZVPD.

Structure (XYZ):
```
38
Properties=species:S:1:pos:R:3:forces:R:3
C 2.10071 -5.44016 -2.30987 -5.7 0.5 -2.8
C 1.32560 -4.17153 -1.80093 12.0 -7.9 3.5
C 1.58669 -3.52515 -0.65338 11.1 -9.1 0.9
N 1.04666 -2.61092 -0.14425 -0.5 5.9 5.1
C 0.12813 -2.14920 -0.88016 -8.3 3.2 0.5
C -0.44082 -2.85003 -1.92343 -2.5 2.0 -2.5
C 0.29910 -3.97599 -2.35372 -15.1 5.0 -11.2
H -0.13801 -4.27523 -3.54701 1.7 -0.2 3.9
H -1.41348 -2.41251 -2.55727 2.9 -1.4 2.2
N -0.63661 -1.12432 -0.10222 -1.4 -1.2 -3.7
C -1.97798 -0.53982 -0.51957 6.7 0.6 -1.9
O -2.50863 -0.74922 -1.63149 0.6 0.4 4.0
C -2.01749 0.68396 0.43600 -14.2 -7.4 -0.2
N -1.29173 1.65549 0.73011 8.8 3.8 1.5
C -1.37848 2.99076 0.13092 10.5 -2.7 7.1
O -2.37337 3.22126 -0.23525 -11.0 5.0 -6.0
C -0.06513 3.74159 0.75685 -5.7 -9.0 -0.7
C 0.16237 4.98641 0.55812 -4.5 8.5 -4.8
C 1.22236 5.60548 0.97714 6.5 -2.6 4.8
C 2.10350 4.55734 1.80254 0.6 6.6 -2.8
C 1.84499 3.27428 1.79692 -10.7 5.1 -4.4
C 0.51984 2.68942 1.46244 4.9 8.8 -1.5
C -0.12567 1.49044 1.42314 1.0 -7.4 2.8
O 0.34226 0.37768 2.02298 -2.3 5.2 -2.8
H 2.33462 2.68583 2.18071 10.0 -10.4 7.2
H 3.06830 5.07869 2.12455 -1.3 -1.5 -0.2
H 1.79957 6.53296 0.91840 -1.4 0.1 -0.4
H -0.69674 5.75546 -0.09365 2.4 -2.9 1.7
C -2.62712 -0.10470 1.91786 -0.9 5.2 -2.5
H -1.79596 -0.47094 2.42256 1.0 -1.0 1.0
H -3.15841 0.80505 2.42760 1.2 -1.8 -0.5
H -3.38750 -0.71589 1.52181 -0.6 -1.3 0.1
H -3.10147 1.16155 0.06102 2.5 -0.9 0.9
H -0.05930 -0.90902 0.73104 -1.3 0.4 -0.2
H 2.62037 -4.03026 -0.10313 -2.8 1.5 -1.0
H 2.28821 -5.18711 -3.37628 -0.1 -0.6 0.5
H 2.96974 -5.61804 -1.91173 4.8 -0.9 2.6
H 1.43086 -6.43362 -2.25938 1.4 2.4 -0.1
```
Forces are in eV/Å.

Output
E_LUMO ... -0.0533 Eh
Molar mass ... 309.3 g/mol
Gap between HOMO and LUMO ... 0.2525 hartree

=====

# 2
This record from the OMol25 dataset describes a molecular structure, C17H15N4O2Re. The level of theory is ωB97M-V/def2-TZVPD.

Structure (XYZ):
```
39
Properties=species:S:1:pos:R:3:forces:R:3
Re -0.55169 0.52446 -0.82932 0.0 0.0 0.3
C -3.55152 -2.54735 -1.17140 0.0 0.0 0.0
C -3.19661 -3.47303 -0.20421 0.0 0.0 0.0
C -2.09007 -3.22697 0.60799 0.0 0.0 0.0
C -1.36457 -2.07429 0.42322 0.0 0.0 0.0
N -1.70161 -1.18182 -0.54951 0.0 0.1 -0.1
C -2.78465 -1.40832 -1.32630 0.0 -0.1 0.0
C -0.25614 -1.61251 1.27406 0.0 0.0 0.0
C 0.31810 -2.28534 2.33623 0.0 0.0 0.0
C 1.29689 -1.63775 3.08014 0.0 0.0 0.0
C 1.65312 -0.32250 2.78682 0.0 0.0 0.0
C 1.04349 0.30199 1.71979 0.0 0.0 0.0
N 0.13813 -0.36155 0.96388 -0.1 0.1 -0.1
C 1.17075 1.71645 1.31663 0.0 -0.1 0.0
C 1.92090 2.67848 1.94745 0.0 0.0 0.0
C 1.82473 4.00531 1.51930 0.0 0.0 0.0
C 0.95942 4.33387 0.48771 0.0 0.0 0.0
C 0.22335 3.32782 -0.10912 0.0 0.0 0.0
N 0.34818 2.03992 0.27604 0.0 0.0 0.0
H -4.40996 -2.69697 -1.81207 0.0 0.0 0.0
H -3.78026 -4.37462 -0.06755 0.0 0.0 0.0
H -1.81851 -3.92357 1.38908 0.0 0.0 0.0
H -3.01488 -0.67487 -2.08772 0.0 0.0 0.0
H 0.00697 -3.28798 2.59402 0.0 0.0 0.0
H 1.76467 -2.14719 3.91325 0.0 0.0 0.0
H 2.37585 0.19659 3.40098 0.0 0.0 0.0
H 2.56292 2.41932 2.77820 0.0 0.0 0.0
H 2.40726 4.77474 2.01047 0.0 0.0 0.0
H 0.83730 5.35481 0.15254 0.0 0.0 0.0
H -0.48016 3.53833 -0.90718 0.0 0.0 0.0
N 1.23243 -0.14528 -1.72355 0.0 0.0 -0.2
C 1.31893 0.29996 -3.16301 0.0 0.1 0.0
C -0.06782 0.60070 -3.69559 0.1 -0.2 -0.2
O -0.40857 0.71198 -4.80351 0.0 0.0 0.1
O -0.97958 0.77143 -2.60274 0.0 0.1 0.1
H 2.06010 0.18645 -1.22605 0.0 0.0 0.0
H 1.28456 -1.16437 -1.69491 0.0 0.0 0.0
H 1.80407 -0.45516 -3.77937 0.0 0.0 0.0
H 1.90447 1.21884 -3.22466 0.0 0.0 0.0
```
Forces are in eV/Å.

Output
2S+1 ... 2
E_LUMO (spin up / spin down) ... -0.4427 / -0.4606 Eh
Charge ... +3
Expectation value of S² ... 0.76
Molar mass ... 493.5 g/mol
Gap between HOMO and LUMO (spin up / spin down) ... 0.2635 / 0.2453 hartree

=====

# 3
This record from the OMol25 dataset describes C17H15N5OS2 in the gas phase. The level of theory is ωB97M-V/def2-TZVPD.

Structure (XYZ):
```
40
Properties=species:S:1:pos:R:3:forces:R:3
C 0.51888 3.02702 3.71331 0.0 -0.1 0.0
C 0.82478 2.14025 2.57208 0.1 -0.4 0.5
N 0.62544 2.38677 1.30277 -0.4 1.0 0.3
N 1.02437 1.33172 0.59367 0.3 -0.6 -0.4
C 1.47933 0.43896 1.42729 0.6 -0.6 0.4
N 1.38547 0.90682 2.70845 -0.1 0.6 -0.8
N 1.71083 0.24043 3.87917 -0.2 -0.2 0.6
H 2.17702 -0.63133 3.63009 -0.1 0.2 -0.1
H 2.32822 0.81066 4.45318 0.0 -0.1 -0.3
S 2.07039 -1.16784 1.05957 -0.1 0.1 -0.1
C 0.47934 -2.07577 1.23612 0.3 0.1 0.3
C -0.64149 -1.15756 0.77423 0.1 -0.4 0.5
O -1.35880 -0.62864 1.59756 0.0 0.0 0.0
N -0.70880 -0.89816 -0.55994 -0.2 0.3 -0.5
C 0.00960 -1.61908 -1.54074 0.2 -0.4 -0.3
C -0.14217 -2.99794 -1.64181 0.0 0.1 -0.1
C 0.59201 -3.71724 -2.56664 0.0 -0.1 0.1
C 1.46574 -3.05951 -3.41892 0.1 0.0 0.0
C 1.56450 -1.68299 -3.37805 -0.1 0.0 0.1
C 0.82618 -0.95387 -2.45289 -0.1 0.2 0.0
S 0.90358 0.80550 -2.47285 -0.1 -0.2 0.0
C -0.71717 1.15241 -1.86144 0.2 -0.2 -0.1
C -1.33132 2.33192 -2.25258 0.0 -0.1 0.1
C -2.60202 2.63324 -1.80028 0.0 0.1 0.0
C -3.27276 1.74427 -0.97826 0.0 0.0 0.0
C -2.66766 0.56138 -0.59068 -0.1 0.0 0.0
C -1.37948 0.27080 -1.01188 -0.3 0.4 0.0
H -3.17801 -0.12615 0.06354 0.0 0.0 0.0
H -4.26846 1.97081 -0.62908 -0.1 0.0 0.0
H -3.06868 3.56100 -2.09439 0.0 0.1 0.0
H -0.79584 3.01038 -2.89832 0.0 0.1 -0.1
H 2.21071 -1.15189 -4.05903 0.1 0.0 -0.1
H 2.05064 -3.61934 -4.13221 0.0 0.0 -0.1
H 0.47802 -4.78888 -2.62322 0.0 -0.1 0.0
H -0.84091 -3.50030 -0.98754 -0.1 0.0 0.0
H 0.32233 -2.30544 2.29058 -0.2 0.0 -0.2
H 0.60070 -2.98682 0.65962 0.0 0.0 0.0
H -0.10041 2.49751 4.43564 0.0 0.0 0.1
H 1.43610 3.34727 4.20904 0.0 0.1 0.1
H -0.01018 3.89961 3.34485 0.0 0.0 0.0
```
Forces are in eV/Å.

Output
SMILES ... Cc1nnc(SCC(=O)N2c3ccccc3Sc3ccccc32)n1N
E_LUMO ... 0.0173 Eh
Molar mass ... 369.5 g/mol
Gap between HOMO and LUMO ... 0.2988 hartree

=====

# 4
This record from the OMol25 dataset describes C17H16BrFN2O3S in the gas phase. The level of theory is ωB97M-V/def2-TZVPD.

Structure (XYZ):
```
41
Properties=species:S:1:pos:R:3:forces:R:3
O 0.20973 1.08692 -1.70354 -0.2 0.2 0.0
C 1.10602 0.47443 -1.14800 0.3 -0.1 -0.3
N 1.19152 -0.88761 -1.23259 -0.1 -0.1 -0.2
C 1.77675 -1.72185 -0.20375 0.3 -0.1 0.2
H 2.20627 -1.07797 0.56284 0.0 -0.2 -0.1
H 2.56727 -2.34714 -0.63779 0.0 0.0 0.1
C 0.68353 -2.62826 0.41829 0.4 -0.1 0.2
N -0.64082 -2.06457 0.26631 -0.5 0.8 0.6
S -0.87300 -0.79346 1.35982 -0.5 -0.5 0.0
O -0.97962 -1.42343 2.64087 -0.2 -0.1 0.2
O 0.13002 0.22681 1.22909 -0.1 0.2 -0.1
C -2.46395 -0.10944 0.90534 0.5 -0.2 0.1
C -2.52565 0.99690 0.07537 0.1 0.1 0.0
C -3.76052 1.54159 -0.23392 -0.1 0.0 0.1
C -4.90290 0.96721 0.30366 -0.1 0.0 0.0
C -4.84101 -0.13827 1.13992 0.0 0.1 -0.1
C -3.60354 -0.67933 1.44180 0.0 -0.1 0.0
H -3.50133 -1.52845 2.09789 -0.1 -0.1 0.1
H -5.74506 -0.56292 1.54810 0.0 0.0 0.0
Br -6.59591 1.71069 -0.11515 0.1 0.0 0.0
H -3.83427 2.40028 -0.88289 0.0 0.0 0.0
H -1.61621 1.41190 -0.33348 0.1 0.1 -0.1
C -1.03625 -1.88765 -1.11665 -0.1 0.1 -0.5
H -1.53093 -2.80653 -1.45398 0.0 0.1 0.0
C 0.17791 -1.57164 -2.00638 -0.1 0.1 -0.1
H -0.11467 -0.92609 -2.83518 0.0 -0.2 0.0
H 0.62318 -2.49036 -2.39816 0.0 0.0 0.0
H -1.75797 -1.07288 -1.15901 0.0 -0.1 -0.2
H 0.67778 -3.61560 -0.05239 0.0 0.1 0.1
H 0.85180 -2.74813 1.48850 0.2 -0.2 -0.1
C 2.23790 1.17438 -0.48389 0.2 0.2 0.0
C 3.55559 0.76970 -0.67703 -0.2 0.1 0.0
C 4.59580 1.48097 -0.10787 0.1 0.2 0.2
C 4.29930 2.59432 0.65806 0.0 -0.1 -0.1
C 2.99930 3.02585 0.85278 0.1 0.0 0.0
C 1.97054 2.31535 0.26538 0.1 -0.2 -0.1
H 0.94596 2.62125 0.39716 -0.1 0.1 0.0
H 2.80967 3.90356 1.44994 0.0 0.1 0.1
F 5.31168 3.28372 1.22320 -0.1 -0.1 -0.1
H 5.62357 1.18620 -0.25042 0.1 0.0 0.0
H 3.77251 -0.09045 -1.29226 0.0 -0.1 0.0
```
Forces are in eV/Å.

Output
SMILES ... O=C(c1ccc(F)cc1)N1CCN(S(=O)(=O)c2ccc(Br)cc2)CC1
E_LUMO ... 0.0094 Eh
Molar mass ... 427.3 g/mol
Gap between HOMO and LUMO ... 0.3468 hartree